[1]
Molecular formula: C4H9N2O2
Method: DFT, the ωB97M-V functional and the def2-TZVPD basis

The geometry in XYZ format:
```
17
Properties=species:S:1:pos:R:3:nbo_charge:R:1
O -1.48 -2.14 -0.74 -0.7990
C -0.45 -1.41 -0.61 0.5608
N 0.73 -1.81 -0.20 -0.9634
C 2.27 0.66 1.58 0.2798
O 2.41 1.75 1.08 -0.5273
C -0.48 0.11 -0.81 -0.1165
C -0.75 0.94 0.47 -0.6190
N -1.48 0.51 -1.83 -0.8610
H 0.86 -2.80 0.01 0.3185
H 1.96 0.46 2.59 0.0604
H 2.33 -0.40 1.26 0.1667
H 0.48 0.43 -1.30 0.1881
H -0.67 2.00 0.23 0.2061
H -1.67 0.55 0.89 0.2016
H 0.01 0.59 1.12 0.2054
H -1.77 -0.31 -2.36 0.3673
H -2.29 0.86 -1.36 0.3315
```

The charge is -1. The calculation puts the energy relative to the best compared isomer or geometry (same formula, charge and spin) at 2.491 eV. For the HOMO-LUMO gap, the calculation gives 7.265 eV. The value obtained for the HOMO energy is -3.58 eV. The max |F| comes out at 2.5 eV/A.

[2]
Molecular formula: C4H9N2O2
Method: DFT, the ωB97M-V functional and the def2-TZVPD basis

The geometry in XYZ format:
```
17
Properties=species:S:1:pos:R:3:nbo_charge:R:1
O -0.66 -1.11 2.38 -0.6506
C -0.57 -0.87 1.19 0.6873
N -1.54 -1.30 0.33 -0.8392
C 0.67 -0.13 0.63 -0.1275
C 1.12 -0.85 -0.67 -0.6541
N 0.45 1.28 0.56 -0.6857
C -0.43 1.85 -0.59 0.1703
O 0.08 2.94 -1.09 -0.9159
H -2.14 -2.04 0.64 0.3850
H -1.43 -1.13 -0.65 0.3921
H 1.38 -0.43 1.39 0.2018
H 1.44 -1.89 -0.60 0.1925
H 0.38 -0.78 -1.47 0.1946
H 1.92 -0.25 -1.13 0.2154
H 1.32 1.78 0.49 0.3610
H -0.57 0.99 -1.31 0.0143
H -1.43 1.93 -0.09 0.0588
```

The charge is -1. The calculation puts the energy relative to the best compared isomer or geometry (same formula, charge and spin) at 2.072 eV. For the HOMO-LUMO gap, the calculation gives 6.359 eV. The value obtained for the HOMO energy is -2.68 eV. The max |F| comes out at 2.2 eV/A.

[3]
Molecular formula: C4H9N2O2
Method: DFT, the ωB97M-V functional and the def2-TZVPD basis

The geometry in XYZ format:
```
17
Properties=species:S:1:pos:R:3:nbo_charge:R:1
C -0.56 1.16 0.58 -0.2307
N -1.83 1.67 -0.04 -0.8475
C 0.08 -0.05 -0.30 -0.0303
C 1.54 0.55 -0.78 -0.6642
N 0.21 -1.14 0.66 -0.7307
C -0.06 -2.54 0.35 0.8757
O 0.26 -3.34 1.26 -0.7955
O -0.75 -2.70 -0.67 -0.8004
H -0.75 0.67 1.55 0.2017
H 0.07 2.04 0.68 0.1563
H -1.55 2.09 -0.91 0.3365
H -2.37 0.83 -0.20 0.3550
H -0.61 -0.23 -1.11 0.2114
H 1.49 0.66 -1.86 0.2082
H 2.23 -0.20 -0.43 0.2111
H 1.69 1.38 -0.09 0.1911
H 0.92 -0.85 1.32 0.3525
```

The charge is -1. The calculation puts the energy relative to the best compared isomer or geometry (same formula, charge and spin) at 1.210 eV. For the HOMO-LUMO gap, the calculation gives 7.923 eV. The value obtained for the HOMO energy is -4.15 eV. The max |F| comes out at 3.5 eV/A.